(1)
Formula: C4H6O2
Source: OMol25
Level of theory: ωB97M-V/def2-TZVPD

The energy relative to the best compared isomer or geometry (same formula, charge and spin) comes out at 0.787 eV. As for the HOMO energy: -10.0 eV. As for the HOMO-LUMO gap: 10.59 eV.

```
! wB97M-V def2-TZVPD RIJCOSX def2/J DEFGRID3
* xyz 0 1
H 2.24745 -0.32007 -0.20944
H -0.02511 -1.34020 1.00020
C -1.70451 -0.60214 -0.09684
H -2.22011 0.32597 -0.42038
H 2.00656 1.25892 -1.00746
C 0.40095 0.71252 0.27046
C -0.51574 -0.37948 0.82160
H 1.11980 -0.18964 -1.56116
C 1.51319 0.33974 -0.68479
O 0.18867 1.86708 0.57041
O -2.09268 -1.68896 -0.44477
H -0.91846 0.01625 1.76218
*
```



(2)
Formula: C19H42Cl30N4O8
Source: OMol25
Level of theory: ωB97M-V/def2-TZVPD

The energy relative to the best compared isomer or geometry (same formula, charge and spin) comes out at 0.722 eV. As for the HOMO energy: -10.4 eV. As for the HOMO-LUMO gap: 9.63 eV.

```
! wB97M-V def2-TZVPD RIJCOSX def2/J DEFGRID3
* xyz 0 1
C -12.63555 -2.23750 -18.74481
H -17.26093 -1.98236 -13.75803
H -6.14115 -7.04188 -11.83511
O -15.41485 -8.15835 -11.74587
C -14.96016 0.11635 -16.44741
H -8.45830 -5.12683 -8.04111
H -14.10256 -0.46632 -16.11109
Cl -18.38265 -2.87228 -11.73592
Cl -17.17081 -2.32448 -8.00832
H -10.03704 -5.06585 -17.19177
Cl -13.29053 0.76759 -9.64674
O -12.03323 -7.18699 -6.91898
Cl -8.99941 -7.37971 -8.36231
O -13.62991 -8.55514 -7.11173
C -13.95431 -4.49443 -8.23150
Cl -11.48254 -2.79203 -19.95617
H -10.75941 2.64617 -16.59626
C -8.01701 -6.08156 -7.75500
C -10.55655 2.24355 -15.60387
Cl -10.70209 -9.59085 -11.99684
H -13.67850 -2.31460 -19.05207
Cl -7.99418 -3.23104 -9.63916
C -12.18357 -4.58077 -12.00915
Cl -10.37274 0.77488 -7.64597
H -17.25849 -6.44024 -16.25400
O -16.88228 -3.91327 -16.60845
Cl -12.38930 -3.90155 -8.75497
H -17.36207 -6.64667 -10.95323
H -9.49549 2.01691 -15.49958
H -14.57778 1.06539 -16.82318
O -11.44852 0.57255 -14.25237
H -11.50945 -9.19839 -8.82093
Cl -9.04133 -1.67147 -6.44458
C -16.40178 -0.79977 -8.61880
Cl -11.68486 -6.29218 -11.86809
H -10.61812 -1.66127 -8.13532
Cl -12.53735 -4.09459 -13.69946
H -16.97992 -7.88682 -9.80365
Cl -11.74589 -10.35045 -14.72602
H -9.58438 -9.97311 -14.08020
H -12.42145 -1.17224 -18.65826
H -17.00921 -0.49717 -9.47177
H -11.28196 0.64282 -10.91174
O -11.85128 0.49590 -16.38905
H -13.08045 -4.45627 -11.40235
H -15.43600 -6.70464 -16.46620
Cl -8.51637 -0.99876 -15.40273
H -16.50138 -6.13891 -17.81223
H -9.45615 -2.83614 -14.16039
H -13.09108 -8.63839 -9.46922
C -7.15086 -7.40975 -12.01748
Cl -8.06063 -3.92446 -15.81223
O -15.57431 -6.51908 -13.12404
C -12.19962 -8.35918 -8.90758
N -12.67467 -7.99703 -7.55442
C -10.52507 -9.50817 -13.78519
N -15.01290 -7.53860 -12.71102
C -9.17670 -2.70484 -15.20574
Cl -16.35010 0.48427 -7.36669
Cl -12.58031 -3.07238 -17.18275
Cl -18.81767 -6.37337 -9.03305
C -7.60604 -2.35315 -11.12832
O -15.11895 -4.56559 -15.37792
Cl -7.79508 -6.08032 -5.97962
C -13.90780 -8.16555 -13.48080
H -15.38638 -0.88777 -9.00522
N -11.41252 1.05350 -15.38643
H -11.51773 -6.08899 -17.39537
H -11.31442 -4.02083 -11.66398
Cl -16.11303 0.45208 -15.07049
H -9.20726 -0.95284 -8.78889
H -10.42080 -8.45832 -14.05912
Cl -15.72808 -0.81869 -17.75715
Cl -15.64059 -1.63252 -12.03611
Cl -7.96022 -6.31523 -13.07360
C -17.80661 -7.29740 -10.20022
H -13.53835 -9.07073 -12.99885
H -6.79580 -1.65989 -10.90250
H -13.75965 -5.02539 -7.29968
H -13.21658 -7.37091 -13.76159
C -9.82122 -0.95983 -7.88828
H -7.73648 -7.37904 -11.09867
H -11.83042 -7.44539 -9.37319
H -7.04832 -6.26322 -8.22054
Cl -9.04476 -1.41023 -11.53020
H -10.84488 2.95704 -14.83192
H -16.47151 -3.49368 -13.02117
C -16.96031 -2.53187 -12.86597
H -10.12692 -2.73164 -15.73910
C -12.31577 0.35096 -11.09652
Cl -12.40875 -1.38227 -11.40087
Cl -7.12276 -9.04930 -12.58554
H -14.69275 -3.71361 -8.04946
C -10.46367 -5.96204 -17.64223
Cl -10.32936 -5.86332 -19.41783
H -14.48675 -8.40540 -14.37265
H -12.74786 0.87316 -11.95016
Cl -18.82661 -8.44862 -11.11633
Cl -14.63327 -5.65890 -9.41756
Cl -9.60112 -7.35863 -16.99359
C -16.32824 -6.13967 -16.73606
N -16.08424 -4.76426 -16.17622
H -7.39983 -3.02840 -11.95875
*
```



(3)
Formula: C26H51HfN6OP
Source: OMol25
Level of theory: ωB97M-V/def2-TZVPD

As for the HOMO energy (spin up / spin down): -16.6 / -16.6 eV. As for the HOMO-LUMO gap (spin up / spin down): 7.10 / 3.18 eV.

```
! wB97M-V def2-TZVPD RIJCOSX def2/J DEFGRID3
* xyz 3 2
H 2.15996 3.70600 0.16040
H 1.58197 -2.23779 3.49688
H -3.78374 0.10863 1.36830
H -0.52349 0.06642 -4.75774
H -1.42562 -4.33410 1.30733
C -1.19867 1.81953 -3.60462
H -1.28005 -2.22106 3.56474
H 3.29368 -3.65485 0.06561
H 0.79791 2.70119 0.66317
N -2.88646 3.11554 1.98451
H 0.59340 5.20571 -1.04559
H -3.89328 -2.01113 -1.47876
N 0.11617 -2.06178 1.99683
H 2.67699 2.41670 -2.61090
C 1.54502 2.83562 -0.13582
C 2.86701 -2.78183 -0.43086
C -0.47791 2.74696 -4.59753
H -3.18917 2.48498 -4.13125
H 2.69110 4.11939 -2.17223
C 1.69986 -0.65312 -1.67578
C 2.94399 -1.08529 -2.09713
H -0.38645 3.77962 -4.24884
H -4.72116 3.21819 3.02032
C 2.05632 -0.40834 2.46077
H 0.33663 -3.78093 0.74423
N -1.87400 0.86602 1.88557
H -4.76560 2.31230 1.45444
H -1.15891 2.63962 0.91703
H 2.87273 -0.88755 1.91046
H -4.72694 -0.49998 -1.01842
H 4.46672 -2.56015 -1.88614
C -2.57257 2.40916 -3.21751
C 3.54074 -2.17151 -1.48901
H -2.49037 3.41784 -2.78310
H -1.30240 -2.39110 0.04662
H 1.71609 -3.46497 1.78404
C -4.18473 2.51456 2.36538
H -1.86517 -0.25608 -3.61307
H 0.42360 -0.95822 3.76897
H 0.70543 -0.59924 -3.50031
H -0.83041 4.22071 -0.71502
C -0.79652 -2.89889 2.84867
C -1.44125 0.47323 -4.31460
H 2.50920 0.09865 3.32427
Hf -1.03988 -0.75136 0.36589
N -1.89527 2.12571 3.98463
C -2.12620 2.17223 1.15931
C 1.05548 -1.41090 2.99690
H -3.09630 1.74761 -2.50643
N -3.99734 1.24402 3.11122
N 1.06971 -1.17392 -0.58360
O -2.87382 -0.74824 -0.15877
H 1.69446 3.59987 -3.51942
H -1.16233 3.82532 2.97919
H 0.51150 2.37314 -4.89144
C 0.00442 4.34981 -1.42148
C -1.14181 1.19564 3.14670
C -2.13356 3.37628 3.23018
H -0.14835 -3.56943 3.42931
C -3.21406 1.53577 4.32525
H -2.69357 1.95666 0.24115
H 2.22081 1.96622 -0.15877
H -3.77939 2.25423 4.93801
C -3.75172 -0.93941 -1.26157
C 1.66043 -2.25534 0.01128
C 0.90106 3.09173 -1.51184
H -0.17559 1.65640 2.89452
C 0.97458 0.15606 -2.73497
C -1.84237 -3.70454 2.10210
H 3.33945 -0.59945 -2.98761
H -2.63621 -3.07986 1.66592
H 1.67750 0.84302 -3.32977
H -0.39440 4.67696 -2.39299
H -3.04908 0.59559 4.87243
H -3.34160 -0.47516 -2.18088
C -3.22579 0.31330 2.28785
C 0.96323 -2.96797 1.13611
H -2.32895 -4.37491 2.82679
H 1.63076 0.38626 1.83555
H -0.98063 0.26928 3.71420
C 2.03801 3.30437 -2.52192
P -0.19285 1.45193 -2.02646
H -2.72037 4.05807 3.86300
H -2.14878 0.60360 -5.14612
H -3.07228 -0.63136 2.83748
H -1.08202 2.79412 -5.51661
*
```



(4)
Formula: C6H3F6IO2
Source: OMol25
Level of theory: ωB97M-V/def2-TZVPD

The energy relative to the best compared isomer or geometry (same formula, charge and spin) comes out at 1.413 eV. As for the HOMO energy: -10.2 eV. As for the HOMO-LUMO gap: 8.78 eV.

```
! wB97M-V def2-TZVPD RIJCOSX def2/J DEFGRID3
* xyz 0 1
F 4.08556 3.31035 -0.34766
H -0.61525 -1.59566 1.03509
H -0.76688 0.15095 0.77324
F 4.24534 0.51753 -2.21850
F 4.99146 0.74328 1.65485
C 0.78539 -0.79061 -0.29964
O 1.08346 -1.39696 -1.26050
F 5.66430 1.86988 -0.29302
O 1.48496 0.03894 0.47124
F 2.49780 1.69856 -1.67959
H -1.29875 -1.04447 -0.53621
C 4.34808 2.00532 -0.28658
I 4.20161 -1.70322 0.07662
C 3.32762 0.19585 0.06966
C -0.61996 -0.80156 0.32975
F 3.06785 1.82126 1.83379
C 3.54927 1.04926 -1.17304
C 3.88729 1.21937 0.99566
*
```



Asked for M across the records above, the calculation gives 86.1; 1518.2; 673.2; 348.0 g/mol in order.